18
Properties=species:S:1:pos:R:3:forces:R:3:mulliken_charge:R:1 method="wB97M-V/def2-TZVPD" charge=0 de_lowest_kj_mol=81.2 smiles="CC(N)=O.CC(N)=O" homo_lumo_gap_ev=9.9 e_homo_ev=-9.36
C 2.336927 -1.834111 -2.034011 1.544 1.576 1.334 -1.081
C 1.243110 -1.364547 -1.086678 -0.989 -0.679 0.040 0.732
O 1.334034 -0.666715 -0.093040 0.589 0.190 -0.817 -0.606
N 0.054241 -1.974706 -1.391959 -0.304 -0.148 -0.470 -0.312
H 2.552342 -1.211108 -2.912546 -0.906 -0.174 0.038 0.271
H 2.178323 -2.864544 -2.269231 0.102 -0.556 -0.372 0.336
H -0.847307 -1.584983 -1.168743 0.242 0.012 0.421 0.141
H 0.056261 -2.709591 -2.074570 -0.119 0.175 -0.249 0.178
H 3.273479 -1.686787 -1.474921 -0.162 -0.568 -0.026 0.295
C -2.338594 0.903941 0.575075 0.756 0.838 -0.210 -0.653
C -1.173501 1.657481 1.252703 -0.688 -0.203 0.034 0.549
O -1.259518 2.869390 1.326564 0.178 -0.023 0.307 -0.620
N -0.160562 0.925979 1.769420 -1.398 -0.057 -0.382 -0.351
H 0.524290 1.449648 2.271675 0.706 -0.166 -0.102 0.224
H -0.025793 0.041225 1.301340 0.826 0.059 0.483 0.271
H -3.141102 0.724614 1.276554 -0.154 0.195 0.292 0.270
H -2.140410 -0.048075 0.088822 0.382 0.003 -0.050 0.097
H -2.616791 1.679190 -0.136685 -0.604 -0.474 -0.273 0.260